{
  "formula": "C60H109F3O38",
  "method": "the ωB97M-V functional and the def2-TZVPD basis",
  "symbols": ["C", "O", "C", "C", "O", "C", "C", "O", "C", "H", "H", "H", "H", "H", "H", "H", "H", "H", "H", "H", "H", "H", "H", "C", "O", "C", "C", "O", "C", "C", "O", "C", "H", "H", "H", "H", "H", "H", "H", "H", "H", "H", "H", "H", "H", "H", "C", "O", "C", "C", "O", "C", "C", "O", "C", "H", "H", "H", "H", "H", "H", "H", "H", "H", "H", "H", "H", "H", "H", "C", "O", "C", "C", "O", "C", "C", "O", "C", "H", "H", "H", "H", "H", "H", "H", "H", "H", "H", "H", "H", "H", "H", "C", "C", "O", "C", "O", "C", "F", "F", "F", "H", "H", "H", "H", "H", "C", "C", "C", "O", "C", "O", "O", "H", "H", "H", "H", "H", "H", "C", "C", "C", "O", "C", "O", "O", "H", "H", "H", "H", "H", "H", "C", "C", "C", "O", "C", "O", "O", "H", "H", "H", "H", "H", "H", "C", "C", "C", "O", "C", "O", "O", "H", "H", "H", "H", "H", "H", "C", "C", "C", "O", "C", "O", "O", "H", "H", "H", "H", "H", "H", "C", "C", "C", "O", "C", "O", "O", "H", "H", "H", "H", "H", "H", "C", "C", "C", "O", "C", "O", "O", "H", "H", "H", "H", "H", "H", "C", "C", "C", "O", "C", "O", "O", "H", "H", "H", "H", "H", "H"],
  "positions_angstrom": [[-13.362, -15.745, 10.093], [-14.575, -16.201, 10.605], [-15.241, -17.308, 9.992], [-16.611, -17.542, 10.628], [-16.610, -18.073, 11.909], [-17.872, -18.483, 12.389], [-17.675, -19.242, 13.687], [-17.002, -20.504, 13.547], [-17.013, -21.380, 14.708], [-12.618, -16.457, 9.737], [-12.808, -15.104, 10.780], [-13.630, -15.044, 9.303], [-14.720, -18.265, 9.988], [-15.373, -17.164, 8.920], [-16.956, -18.206, 9.836], [-17.254, -16.662, 10.592], [-18.334, -19.169, 11.678], [-18.606, -17.719, 12.645], [-18.633, -19.476, 14.151], [-17.100, -18.657, 14.405], [-16.598, -20.890, 15.588], [-16.387, -22.196, 14.346], [-18.044, -21.690, 14.884], [-10.956, -17.946, -1.677], [-11.046, -16.760, -2.407], [-12.178, -15.912, -2.229], [-12.169, -15.163, -0.874], [-12.571, -16.053, 0.134], [-11.948, -15.825, 1.390], [-12.464, -16.781, 2.525], [-11.805, -18.034, 2.259], [-11.879, -19.019, 3.327], [-11.734, -18.610, -2.055], [-11.061, -17.808, -0.601], [-9.968, -18.392, -1.793], [-13.018, -16.604, -2.286], [-12.272, -15.219, -3.065], [-12.824, -14.292, -0.879], [-11.167, -14.748, -0.761], [-12.068, -14.788, 1.703], [-10.879, -16.002, 1.269], [-13.531, -17.008, 2.512], [-12.095, -16.411, 3.481], [-11.517, -19.995, 3.003], [-12.902, -18.933, 3.695], [-11.311, -18.791, 4.229], [-22.459, -21.698, 4.532], [-21.148, -21.593, 4.940], [-20.635, -20.274, 4.937], [-19.157, -20.440, 5.305], [-18.709, -19.059, 5.322], [-17.291, -18.921, 5.682], [-17.194, -17.356, 5.688], [-18.013, -16.866, 6.729], [-17.779, -15.475, 6.901], [-22.933, -22.671, 4.657], [-22.433, -21.549, 3.452], [-23.075, -20.896, 4.938], [-21.144, -19.554, 5.578], [-20.740, -19.875, 3.928], [-18.632, -21.032, 4.556], [-19.126, -20.962, 6.262], [-16.638, -19.417, 4.963], [-17.127, -19.225, 6.716], [-17.549, -16.943, 4.744], [-16.173, -17.002, 5.828], [-18.181, -15.165, 7.865], [-18.313, -14.904, 6.141], [-16.752, -15.123, 7.007], [-20.823, -26.418, -0.012], [-20.367, -26.647, 1.322], [-19.219, -25.908, 1.758], [-18.800, -26.214, 3.229], [-19.788, -25.960, 4.227], [-19.938, -24.658, 4.722], [-18.874, -24.266, 5.807], [-17.530, -24.134, 5.261], [-16.641, -23.828, 6.311], [-21.860, -26.743, -0.103], [-20.230, -27.068, -0.654], [-20.693, -25.391, -0.353], [-19.497, -24.854, 1.755], [-18.380, -26.110, 1.092], [-17.864, -25.743, 3.530], [-18.649, -27.293, 3.212], [-20.944, -24.624, 5.141], [-20.010, -23.980, 3.872], [-18.871, -25.058, 6.556], [-19.153, -23.341, 6.313], [-16.638, -22.806, 6.691], [-15.621, -24.077, 6.022], [-16.708, -24.472, 7.188], [-16.571, -27.415, 5.943], [-15.137, -27.522, 6.593], [-14.988, -26.555, 7.624], [-13.927, -25.712, 7.629], [-13.068, -25.611, 6.751], [-13.987, -24.736, 8.878], [-14.236, -23.494, 8.367], [-14.927, -25.113, 9.775], [-12.793, -24.683, 9.557], [-17.294, -27.551, 6.747], [-16.649, -28.208, 5.200], [-16.620, -26.412, 5.519], [-14.432, -27.473, 5.763], [-15.077, -28.512, 7.044], [-6.840, -21.228, 2.233], [-6.489, -21.020, 3.745], [-5.743, -19.716, 4.075], [-6.506, -19.044, 5.080], [-7.626, -19.699, 5.301], [-8.507, -19.460, 6.099], [-7.669, -20.763, 4.460], [-7.512, -22.068, 2.054], [-6.004, -21.305, 1.538], [-7.379, -20.339, 1.907], [-5.966, -21.883, 4.157], [-5.777, -19.050, 3.213], [-4.713, -19.982, 4.314], [-10.098, -22.870, 2.937], [-10.118, -23.596, 4.258], [-8.868, -24.042, 4.883], [-9.005, -23.526, 6.204], [-10.162, -22.948, 6.346], [-10.681, -22.616, 7.412], [-10.756, -22.809, 5.207], [-11.126, -22.612, 2.685], [-9.691, -23.424, 2.091], [-9.527, -21.942, 2.984], [-10.800, -24.440, 4.155], [-8.076, -23.515, 4.350], [-8.805, -25.130, 4.863], [-14.134, -22.050, 12.415], [-14.041, -20.536, 12.108], [-14.017, -19.593, 13.296], [-12.949, -18.732, 13.054], [-12.313, -19.091, 11.932], [-11.497, -18.389, 11.311], [-12.863, -20.220, 11.470], [-13.780, -22.597, 11.541], [-15.129, -22.412, 12.677], [-13.408, -22.166, 13.220], [-14.845, -20.324, 11.404], [-13.944, -20.054, 14.281], [-14.896, -18.949, 13.249], [-9.324, -21.152, 10.160], [-10.380, -22.227, 10.623], [-9.869, -23.662, 10.328], [-9.927, -24.299, 11.618], [-10.393, -23.474, 12.515], [-10.615, -23.755, 13.691], [-10.491, -22.220, 12.029], [-8.283, -21.454, 10.271], [-9.440, -20.201, 10.680], [-9.364, -20.945, 9.091], [-11.350, -22.044, 10.160], [-8.850, -23.503, 9.975], [-10.558, -24.143, 9.634], [-9.248, -14.974, 7.491], [-8.596, -14.923, 6.092], [-8.676, -16.244, 5.394], [-9.030, -15.929, 4.049], [-9.524, -14.716, 4.014], [-9.967, -14.144, 3.033], [-9.336, -14.136, 5.209], [-10.314, -15.184, 7.411], [-9.070, -14.038, 8.022], [-8.802, -15.795, 8.052], [-7.607, -14.468, 6.042], [-9.396, -16.983, 5.747], [-7.666, -16.642, 5.493], [-13.621, -20.971, 6.582], [-13.138, -19.822, 7.456], [-11.686, -19.434, 7.245], [-11.793, -18.015, 6.897], [-13.026, -17.685, 6.710], [-13.383, -16.572, 6.242], [-13.866, -18.741, 6.986], [-13.606, -20.746, 5.516], [-14.670, -21.195, 6.778], [-13.052, -21.883, 6.759], [-13.257, -20.069, 8.511], [-11.228, -20.003, 6.436], [-11.112, -19.588, 8.159], [-15.826, -24.248, 0.623], [-16.002, -23.559, 1.975], [-14.856, -23.724, 2.972], [-14.719, -22.418, 3.500], [-15.330, -21.567, 2.684], [-15.349, -20.359, 2.922], [-15.981, -22.207, 1.683], [-14.815, -24.326, 0.223], [-16.551, -23.898, -0.113], [-16.259, -25.230, 0.814], [-16.996, -23.681, 2.406], [-13.854, -23.963, 2.614], [-15.052, -24.450, 3.760], [-18.104, -23.725, 11.454], [-18.145, -23.049, 10.048], [-19.095, -21.872, 9.966], [-18.347, -20.813, 9.506], [-17.024, -21.163, 9.413], [-16.150, -20.468, 8.934], [-16.863, -22.453, 9.808], [-17.901, -22.978, 12.221], [-17.349, -24.490, 11.637], [-19.066, -24.215, 11.602], [-18.364, -23.771, 9.262], [-19.606, -21.709, 10.915], [-19.902, -22.154, 9.291]],
  "lumo_energy_ev": -0.07,
  "homo_energy_ev": -8.6
}

***

{
  "formula": "C3H9OPS2",
  "method": "the ωB97M-V functional and the def2-TZVPD basis",
  "symbols": ["C", "C", "P", "S", "S", "O", "C", "H", "H", "H", "H", "H", "H", "H", "H", "H"],
  "positions_angstrom": [[1.904, 0.137, 0.877], [0.849, -0.831, 0.953], [-0.971, -0.122, 0.444], [-1.458, 1.581, 1.133], [-2.273, -1.788, 0.728], [-0.718, -0.129, -1.163], [-0.747, 0.802, -2.198], [2.403, 0.143, -0.190], [1.434, 1.184, 0.985], [2.781, 0.131, 1.639], [0.806, -1.247, 1.898], [0.972, -1.555, 0.260], [-2.606, -1.324, 2.090], [-1.112, 0.212, -3.122], [0.181, 1.163, -2.363], [-1.445, 1.643, -1.972]],
  "lumo_energy_ev": 0.55,
  "e_above_lowest_kj_mol": 215.00,
  "homo_energy_ev": -9.1
}

***

{
  "formula": "C4H4BBrO2S",
  "method": "the ωB97M-V functional and the def2-TZVPD basis",
  "symbols": ["B", "C", "C", "C", "C", "O", "O", "S", "Br", "H", "H", "H", "H"],
  "positions_angstrom": [[-0.791, -1.276, -0.085], [-0.561, 1.479, -0.311], [0.436, 2.427, -0.081], [-0.336, 0.135, -0.351], [1.915, 0.228, -0.176], [-2.011, -1.393, 0.447], [-0.019, -2.347, -0.235], [2.082, 1.842, 0.190], [3.378, -0.854, -0.056], [-1.674, 1.821, -0.251], [0.361, 3.454, 0.258], [-2.199, -2.344, 0.711], [-0.580, -3.171, -0.060]],
  "lumo_energy_ev": [-0.18, -0.18],
  "e_above_lowest_kj_mol": 332.51,
  "homo_energy_ev": [-7.5, -7.5]
}